No. 1
Formula: C68H187N17O17
Source: the OMol25 dataset
Level of theory: ωB97M-V with the def2-TZVPD basis set

Geometry as XYZ:
```
289
Properties=species:S:1:pos:R:3:mulliken_charge:R:1
C 1.4779 -4.2167 2.4144 -0.891
C 3.0201 -4.2857 2.4885 2.207
C 3.4559 -4.1954 3.9453 -1.566
O 4.8569 -4.0120 3.9894 -0.022
C 5.2483 -3.9064 5.3182 -0.882
N 3.5161 -5.4751 1.7891 -0.327
H 1.0679 -4.5447 3.3688 0.400
H 1.0847 -4.9384 1.6885 0.155
H 1.1134 -3.2239 2.2128 -0.151
H 3.3822 -3.3701 1.9910 -1.079
H 3.2426 -5.1567 4.4685 0.386
H 2.9509 -3.3617 4.4644 0.508
H 5.2251 -4.8845 5.8004 0.297
H 4.5972 -3.2284 5.8810 0.281
H 6.2670 -3.5014 5.3560 0.288
H 4.5020 -5.6462 1.8281 0.171
H 2.9688 -6.2992 1.9529 0.297
C -2.8162 5.3978 0.7983 -0.883
C -3.7851 4.4096 1.4118 -0.034
C -3.2602 2.9959 1.1561 0.876
O -3.9627 2.0664 1.9192 -0.531
C -3.5810 0.7414 1.5621 0.859
N -3.9318 4.7881 2.8215 -0.524
H -2.6493 5.1982 -0.2752 0.183
H -1.8401 5.3496 1.2897 -0.252
H -3.1760 6.4249 0.9117 0.483
H -4.7462 4.4900 0.8960 0.459
H -2.1595 3.0058 1.3665 -0.326
H -3.4361 2.7815 0.0677 -0.253
H -2.5000 0.5670 1.6372 -0.662
H -3.8185 0.5344 0.5148 -0.373
H -4.1269 0.0940 2.2475 0.247
H -4.7635 4.2780 3.1071 0.400
H -3.1417 4.4388 3.3852 0.131
C -7.1355 -5.1355 -1.5978 -0.923
C -7.5694 -4.1002 -2.6435 0.788
C -6.4532 -3.2672 -3.2303 -0.459
O -6.0045 -2.3463 -2.2289 -0.140
C -5.0008 -1.3871 -2.6428 0.194
N -8.0082 -4.9454 -3.7186 -0.684
H -7.9362 -5.8288 -1.3665 0.594
H -6.8964 -4.6292 -0.6469 -0.062
H -6.2155 -5.6399 -1.9075 0.064
H -8.3733 -3.4109 -2.3018 0.142
H -6.8433 -2.6853 -4.0669 0.672
H -5.6090 -3.8939 -3.5766 -0.491
H -5.3504 -0.7239 -3.4621 0.533
H -4.0622 -1.8666 -2.9810 -0.630
H -4.8118 -0.7676 -1.7442 -0.142
H -8.7176 -5.5143 -3.2948 0.247
H -8.4096 -4.5574 -4.5577 0.207
C 0.0880 1.0437 4.0798 -1.771
C 1.4946 0.4949 3.8435 3.038
C 2.2493 0.3745 5.1338 -1.468
O 3.5345 -0.1950 4.9746 0.180
C 4.2662 -0.1690 6.1481 -1.009
N 1.3465 -0.7628 3.1290 0.945
H 0.1207 1.9946 4.6479 0.511
H -0.4845 0.3578 4.7138 0.237
H -0.4789 1.2659 3.1734 0.097
H 2.0401 1.1907 3.2079 -1.996
H 1.6612 -0.2800 5.8321 0.477
H 2.2442 1.4013 5.5711 0.392
H 3.7917 -0.8244 6.9142 0.355
H 4.4412 0.8248 6.6228 0.243
H 5.2003 -0.6572 5.8836 0.267
H 2.2433 -1.2277 3.2564 -0.327
H 1.2656 -0.5832 2.1352 -0.800
C 0.5462 -6.0453 -1.4296 0.155
C 1.7707 -6.1754 -2.4414 -0.039
C 2.0838 -4.7964 -3.0708 -0.065
O 0.9202 -4.2954 -3.6821 -0.196
C 1.1583 -3.0582 -4.3541 -0.647
N 2.9418 -6.8333 -1.8587 -0.607
H 0.3442 -7.0382 -1.0279 0.616
H -0.2722 -5.5676 -1.9843 -0.385
H 0.8870 -5.3712 -0.6495 -0.499
H 1.4648 -6.8503 -3.2489 0.357
H 2.9261 -4.8128 -3.7663 0.469
H 2.3608 -4.0677 -2.2904 -0.397
H 1.9268 -3.1479 -5.1245 0.675
H 1.4848 -2.3500 -3.5789 -0.022
H 0.2115 -2.7396 -4.8257 0.037
H 2.7992 -7.8272 -1.7236 0.312
H 3.2614 -6.5326 -0.9565 0.102
C -4.6770 -1.4520 6.8876 -1.454
C -3.7414 -0.4924 6.0595 0.082
C -3.1540 -1.1524 4.7695 0.327
O -2.2771 -2.1805 5.1988 -0.487
C -1.5144 -2.8449 4.2043 0.270
N -4.5004 0.7183 5.7012 -0.582
H -4.3036 -2.4732 7.0128 0.290
H -5.6614 -1.5877 6.3980 0.309
H -4.8396 -1.0738 7.8928 0.447
H -2.8997 -0.1874 6.6773 0.289
H -2.6803 -0.4215 4.1205 -0.147
H -4.0316 -1.6243 4.2408 0.179
H -0.9173 -3.6044 4.7176 0.305
H -0.8173 -2.1695 3.6981 -0.263
H -2.1299 -3.3931 3.4759 -0.015
H -5.1805 0.5585 4.9775 0.206
H -5.0187 1.0142 6.5147 0.288
C -2.4734 -0.4496 -5.7962 -1.615
C -2.9866 0.8722 -5.1914 1.931
C -1.8707 1.5205 -4.3637 -0.278
O -2.4006 2.4932 -3.5224 0.227
C -1.4121 3.1289 -2.7302 -0.683
N -3.5476 1.7242 -6.2232 -0.660
H -3.1652 -0.8889 -6.5113 0.524
H -2.3231 -1.2622 -5.0667 -0.046
H -1.5223 -0.3753 -6.3864 0.349
H -3.7629 0.5487 -4.5001 -0.946
H -1.1086 1.9656 -5.0121 0.116
H -1.3880 0.7347 -3.7626 -0.083
H -0.8609 2.4249 -2.0699 0.338
H -1.9131 3.8655 -2.0900 -0.257
H -0.6384 3.5973 -3.3438 0.508
H -2.8031 1.9035 -6.8953 0.345
H -3.8766 2.5978 -5.8155 0.248
C 4.5868 1.2347 1.5432 -1.178
C 4.6109 -0.2746 1.2792 2.915
C 5.2217 -0.6372 -0.1042 -0.425
O 4.4507 -0.0885 -1.1791 0.085
C 3.2668 -0.7989 -1.5244 0.460
N 5.4114 -0.8415 2.3367 -0.612
H 4.2860 1.4530 2.5709 0.081
H 3.8910 1.7664 0.8811 -0.546
H 5.5863 1.6890 1.3971 0.624
H 3.5804 -0.6825 1.3730 -0.876
H 5.3828 -1.7186 -0.2014 -0.414
H 6.1880 -0.1286 -0.1866 0.357
H 2.4659 -0.6491 -0.7841 0.167
H 3.4605 -1.8864 -1.6656 0.096
H 2.9556 -0.4308 -2.5457 -0.963
H 5.4453 -1.8403 2.1552 -0.180
H 5.0224 -0.7145 3.2610 0.349
C -0.6833 6.0347 4.1981 -0.582
C -1.1139 7.4107 4.5905 0.183
C 0.1047 8.4155 4.3951 -0.677
O 0.9727 8.2468 5.5108 -0.330
C 2.1368 9.1023 5.3969 -0.697
N -2.1577 7.9057 3.7387 -0.577
H -1.3988 5.2795 4.5470 0.338
H 0.2696 5.8425 4.7158 0.387
H -0.5617 5.9526 3.1017 -0.140
H -1.3356 7.4216 5.6761 0.249
H -0.2788 9.4490 4.3631 0.438
H 0.5012 8.1823 3.3968 0.183
H 2.5960 9.0235 6.3807 0.239
H 1.7886 10.1275 5.2693 0.349
H 2.8575 8.7972 4.6375 0.214
H -2.9237 7.2559 3.6689 0.192
H -2.5297 8.7692 4.1243 0.255
C 9.1665 -4.0427 0.6156 -1.714
C 7.8060 -3.5978 1.1160 0.387
C 6.6189 -4.3039 0.4530 0.528
O 6.6023 -3.9789 -0.8798 -0.507
C 5.4568 -4.3720 -1.5958 -0.545
N 7.8801 -3.7942 2.5863 -0.640
H 9.9825 -3.4873 1.0685 0.423
H 9.2854 -3.9692 -0.4691 0.327
H 9.3453 -5.1085 0.8249 0.397
H 7.7228 -2.5448 0.8115 0.062
H 5.6780 -3.9547 0.9359 -0.739
H 6.7331 -5.4034 0.6308 0.695
H 5.4738 -3.8360 -2.5344 0.365
H 4.5171 -4.1977 -1.0677 -0.141
H 5.5561 -5.4272 -1.8612 0.460
H 8.1979 -4.7473 2.7674 0.313
H 6.9633 -3.7030 3.0125 0.233
C 1.5814 0.3371 -5.1722 -0.755
C 2.3391 1.6292 -5.4032 0.945
C 3.7303 1.4289 -4.7631 -0.021
O 4.5835 2.5626 -4.9944 -0.419
C 5.8243 2.3740 -4.3473 -0.492
N 2.3860 1.8568 -6.8210 -0.669
H 2.1194 -0.5467 -5.5597 0.521
H 0.6669 0.4220 -5.7773 0.339
H 1.2837 0.1684 -4.1601 -0.366
H 1.8549 2.4963 -4.9368 -0.265
H 4.1866 0.5350 -5.2438 0.365
H 3.6171 1.2103 -3.7063 -0.390
H 5.7523 2.3176 -3.2546 0.093
H 6.3603 3.3020 -4.6231 0.267
H 6.4161 1.5308 -4.7212 0.326
H 2.9212 2.6974 -7.0492 0.295
H 2.7462 1.0623 -7.3478 0.270
C 3.9427 3.6122 -1.3900 0.685
C 3.4432 4.8719 -2.1212 0.283
C 1.9363 5.0612 -2.1551 -0.826
O 1.2453 4.6787 -0.9186 0.285
C 1.4696 5.5952 0.1180 -0.173
N 4.0396 6.0546 -1.4609 -0.628
H 3.6028 3.7294 -0.3638 -0.582
H 5.0391 3.5517 -1.3470 0.567
H 3.5750 2.6644 -1.7873 -0.575
H 3.7002 4.8722 -3.1865 0.538
H 1.4511 4.4275 -2.9113 -0.177
H 1.6201 6.0990 -2.4027 0.412
H 0.5413 5.5026 0.6770 -0.446
H 1.5646 6.6489 -0.1889 0.449
H 2.3214 5.3498 0.7635 -0.036
H 4.0323 5.8931 -0.4661 -0.167
H 5.0310 6.1340 -1.7228 0.354
C -2.0430 -4.5796 -5.8495 -1.520
C -2.8346 -4.7781 -4.5726 0.922
C -2.7146 -6.2048 -4.0683 -0.967
O -3.4336 -6.3352 -2.8336 -0.157
C -3.4302 -7.6600 -2.3717 -0.985
N -2.3460 -3.7456 -3.6326 2.042
H -2.0792 -3.5289 -6.1487 0.185
H -2.3435 -5.1948 -6.6842 0.497
H -0.9848 -4.8138 -5.6817 0.218
H -3.8798 -4.6277 -4.8420 0.074
H -1.6746 -6.4964 -3.8507 0.249
H -3.0532 -6.9325 -4.8385 0.439
H -4.0107 -8.3073 -3.0491 0.332
H -3.8375 -7.7134 -1.3635 0.298
H -2.4038 -8.0765 -2.3596 0.258
H -2.7253 -3.8369 -2.6965 -1.174
H -1.3348 -3.9089 -3.5161 -0.780
C -7.1805 4.2558 -4.9945 -1.519
C -6.1146 4.3342 -3.9389 0.398
C -5.8593 3.0354 -3.2410 0.528
O -7.0431 2.7132 -2.5522 -0.473
C -6.9338 1.5427 -1.7814 0.011
N -4.9007 4.6816 -4.6092 -0.490
H -6.7469 3.7315 -5.8665 0.293
H -7.4506 5.2542 -5.3566 0.388
H -8.0916 3.7343 -4.6979 0.301
H -6.4155 5.1079 -3.2064 0.331
H -4.9852 3.0822 -2.5858 -0.249
H -5.6480 2.2785 -4.0294 -0.043
H -6.7907 0.6491 -2.4151 0.119
H -7.8246 1.3699 -1.1696 0.373
H -6.0747 1.6437 -1.1098 -0.141
H -4.0666 4.4300 -4.0868 -0.006
H -4.8241 5.6513 -4.8381 0.276
C 6.1095 6.3296 3.1956 -1.893
C 4.8349 6.5539 2.4398 1.487
C 3.5879 6.0856 3.1652 -0.385
O 3.5358 4.6936 3.0119 -0.279
C 2.4174 4.0316 3.6488 0.651
N 4.8253 7.9995 2.1712 -0.690
H 6.1919 5.3222 3.5971 0.294
H 6.1188 6.9980 4.0597 0.458
H 7.0374 6.5006 2.6542 0.470
H 4.9555 6.0001 1.4817 -0.454
H 2.7228 6.6106 2.7346 -0.067
H 3.6542 6.3637 4.2311 0.553
H 1.4794 4.4290 3.2649 -0.307
H 2.5245 4.2461 4.7146 0.650
H 2.4686 2.9666 3.4456 -0.814
H 4.1686 8.3517 1.4833 0.224
H 5.7481 8.2688 1.8616 0.272
C -2.3736 -5.1463 1.1380 -1.282
C -3.7540 -4.8176 0.7163 0.499
C -4.2799 -3.6828 1.5345 -0.468
O -5.6072 -3.3189 1.1355 -0.407
C -5.8919 -1.9701 1.1075 -0.157
N -3.7943 -4.3878 -0.6925 1.566
H -1.9641 -5.9856 0.5214 0.367
H -2.3604 -5.4817 2.1847 0.647
H -1.6578 -4.3389 1.0369 -0.112
H -4.4119 -5.6896 0.9360 0.424
H -3.6413 -2.7824 1.3553 -0.265
H -4.2626 -3.9485 2.6054 0.539
H -5.1564 -1.4065 0.5143 -0.215
H -5.9664 -1.5096 2.0976 0.309
H -6.8590 -1.8845 0.5945 0.325
H -4.7199 -4.0481 -0.8886 -0.857
H -3.6066 -5.1826 -1.2742 -0.386
C 0.0371 -2.2343 -0.6207 -0.153
C -1.0386 -1.2186 -0.1449 0.603
C -0.7052 0.2747 -0.3486 0.903
O 0.4903 0.5329 0.4461 1.365
C 0.9107 1.8810 0.4457 0.802
N -2.2169 -1.4777 -0.9784 1.559
H -0.4213 -3.2041 -0.7635 0.340
H 0.8883 -2.3177 0.0536 -0.367
H 0.4434 -1.8836 -1.5803 -0.726
H -1.3056 -1.4042 0.8961 0.198
H -1.4938 0.9458 0.0672 -0.706
H -0.4919 0.5895 -1.4337 -0.953
H 1.4273 2.0387 1.4001 -0.647
H 0.0680 2.5890 0.3786 -0.272
H 1.6379 2.0999 -0.3531 -0.320
H -1.9461 -1.4657 -1.9586 -0.401
H -2.5729 -2.3915 -0.7652 -0.904
```

orbital gap	9.447	eV
total charge	0
relative energy (zero: lowest compared OMol25 entry of this formula, charge and spin)	0.0	kcal/mol
LUMO level	0.52	eV
strongest force on any atom	2.220	eV Å⁻¹
DFT total energy	-133680.3546	eV
2S+1	1

No. 2
Formula: C19H57N2O9S7
Source: the OMol25 dataset
Level of theory: ωB97M-V with the def2-TZVPD basis set

Geometry as XYZ:
```
94
Properties=species:S:1:pos:R:3:mulliken_charge:R:1
C 1.2311 -4.3104 -1.5138 -0.673
C 1.5607 -2.9981 -2.4893 -0.390
O 1.2782 -1.8085 -1.6765 -0.221
N 0.1380 -1.1926 -2.0357 -0.020
C -1.0964 -1.6540 -1.2743 0.491
C -2.1501 -2.2658 -2.3742 -0.162
O -2.9503 -1.1803 -3.0214 -0.539
C -3.0963 -3.4103 -1.6749 -0.313
N -2.9372 -4.7989 -2.3229 -0.659
H 1.3157 -5.3042 -2.1484 0.384
H 2.0089 -4.2474 -0.6316 0.264
H 0.1313 -4.2064 -1.1006 0.052
H 0.9050 -3.1205 -3.4503 0.282
H 2.6886 -3.0392 -2.8015 0.374
H 0.2649 -0.1677 -1.7757 0.317
H -0.0573 -1.2031 -3.0695 0.513
H -0.8785 -2.3997 -0.3991 -0.236
H -1.5981 -0.6914 -0.7858 -0.174
H -1.5576 -2.8046 -3.2522 0.209
H -2.6645 -1.1599 -4.0007 0.388
H -2.8647 -3.5825 -0.5241 0.264
H -4.2202 -3.0258 -1.7502 0.361
H -1.9777 -4.8945 -2.7540 0.228
H -2.9301 -5.5153 -1.5406 0.323
C 0.9859 -2.4916 1.9451 -0.343
S 0.3103 -4.0415 2.5895 0.494
O -1.1844 -3.9552 2.4952 -0.631
C 0.7648 -3.7382 4.3142 -0.932
H 0.7819 -2.4429 0.8731 -0.238
H 0.5125 -1.6420 2.4426 0.083
H 2.0656 -2.4685 2.1084 0.541
H 0.3053 -2.8109 4.6644 0.237
H 1.8519 -3.6740 4.3993 0.358
H 0.4039 -4.5726 4.9201 0.374
C -5.7544 -2.3237 -4.2857 -0.416
S -5.6299 -3.6848 -5.4713 0.517
O -4.4020 -3.4493 -6.3003 -0.631
C -7.0596 -3.1947 -6.4658 -0.923
H -4.9268 -2.4034 -3.5772 -0.390
H -5.6929 -1.3661 -4.8078 0.315
H -6.7006 -2.3964 -3.7448 0.443
H -6.9170 -2.1829 -6.8523 0.293
H -7.9628 -3.2388 -5.8530 0.338
H -7.1562 -3.8915 -7.3017 0.342
C 2.5537 0.4357 0.1521 0.172
S 3.8660 -0.4530 1.0249 0.390
O 3.5791 -0.3514 2.4938 -0.625
C 5.1776 0.7333 0.6435 -0.999
H 1.6166 -0.1094 0.2860 -0.707
H 2.4481 1.4431 0.5614 0.537
H 2.7928 0.4861 -0.9125 0.134
H 4.9089 1.7222 1.0222 0.240
H 5.3302 0.7738 -0.4373 0.365
H 6.0991 0.3989 1.1260 0.486
C 8.0433 5.3112 -1.1452 -1.007
S 7.3677 3.7612 -0.5008 0.464
O 5.8731 3.8475 -0.5951 -0.565
C 7.8223 4.0646 1.2239 -0.942
H 7.8393 5.3598 -2.2172 0.324
H 7.5699 6.1608 -0.6477 0.306
H 9.1231 5.3343 -0.9819 0.399
H 7.3628 4.9918 1.5741 0.314
H 8.9094 4.1288 1.3090 0.395
H 7.4614 3.2302 1.8298 0.282
C -1.6970 1.5741 3.6402 -1.024
S -1.5724 0.2131 2.4545 0.551
O -0.3446 0.4485 1.6256 -0.520
C -3.0022 0.7031 1.4601 -0.924
H -0.8693 1.4944 4.3487 0.369
H -1.6354 2.5317 3.1180 0.371
H -2.6432 1.5015 4.1811 0.297
H -2.8596 1.7149 1.0736 0.333
H -3.9053 0.6591 2.0729 0.434
H -3.0987 0.0063 0.6242 0.179
C -3.7970 3.7633 8.3916 -0.964
S -3.6724 2.4022 7.2059 0.497
O -2.4446 2.6377 6.3769 -0.586
C -5.1022 2.8923 6.2115 -0.912
H -2.9693 3.6836 9.1000 0.317
H -3.7354 4.7209 7.8694 0.313
H -4.7432 3.6906 8.9324 0.387
H -4.9596 3.9041 5.8249 0.306
H -6.0053 2.8482 6.8242 0.397
H -5.1987 2.1955 5.3755 0.261
C 2.8030 3.8990 -1.8442 -0.755
S 2.9276 2.5380 -3.0298 0.670
O 4.1554 2.7734 -3.8588 -0.671
C 1.4978 3.0280 -4.0242 -1.093
H 3.6307 3.8193 -1.1357 0.116
H 2.8646 4.8566 -2.3663 0.397
H 1.8568 3.8264 -1.3033 0.356
H 1.6404 4.0398 -4.4108 0.371
H 0.5947 2.9840 -3.4115 0.325
H 1.4013 2.3312 -4.8602 0.346
```

orbital gap	7.836	eV
total charge	+1
relative energy (zero: lowest compared OMol25 entry of this formula, charge and spin)	68.1	kcal/mol
LUMO level	-2.88	eV
strongest force on any atom	3.333	eV Å⁻¹
DFT total energy	-117865.3739	eV
2S+1	1